(1)
The following is a DFT calculation (the ωB97M-V functional and the def2-TZVPD basis) of one molecule with the formula C25H37N5O.

Properties
- HOMO energy: -7.91 eV
- SMILES: Cc1ccccc1N1CCN([C@@H]2CCCN(C(=O)c3cc(CC(C)C)nn3C)C2)CC1
- Relative energy (zero: lowest compared OMol25 entry of this formula, charge and spin): 49.89 kJ/mol
- E_tot: -36024.042 eV
- E_LUMO: 0.734 eV

Geometry as ORCA input:
```
! RIJCOSX wB97M-V def2-TZVPD def2/J DEFGRID3
* xyz 0 1
C 4.55809 3.64798 4.04455
C 5.26669 2.51922 3.35574
C 6.50939 2.10904 3.81375
C 7.22516 1.11358 3.17241
C 6.69670 0.51996 2.04103
C 5.45393 0.90613 1.57503
C 4.71732 1.89296 2.22692
N 3.46354 2.32660 1.75258
C 2.30905 1.92996 2.53743
C 1.11272 2.82045 2.16779
N 0.81823 2.85427 0.75108
C -0.13741 1.91612 0.20936
C -1.56878 2.34268 0.56903
C -2.57102 1.44493 -0.14985
C -2.31821 -0.02724 0.18992
N -0.94833 -0.37678 -0.10208
C -0.52491 -1.14734 -1.13240
O 0.64785 -1.16827 -1.48414
C -1.52470 -2.02349 -1.77537
C -2.48313 -2.87059 -1.23531
C -3.02326 -3.55966 -2.32957
C -4.11553 -4.57198 -2.33064
C -5.41707 -4.00254 -2.91801
C -5.93613 -2.84837 -2.06477
C -6.47023 -5.10111 -3.02599
N -2.43684 -3.15948 -3.45019
N -1.52979 -2.25804 -3.10980
C -0.72599 -1.62370 -4.11468
C 0.02441 0.43213 0.60182
C 2.02209 3.10992 -0.00989
C 3.18711 2.17399 0.33901
H 3.97029 3.28798 4.89001
H 5.28227 4.36387 4.42811
H 3.89159 4.15139 3.34879
H 6.93081 2.59396 4.68355
H 8.19272 0.81364 3.54641
H 7.24724 -0.25102 1.52182
H 5.04823 0.42516 0.69795
H 2.53227 2.04408 3.59786
H 2.06598 0.86944 2.35615
H 0.22894 2.50171 2.72035
H 1.35084 3.84772 2.46906
H -0.03917 1.97069 -0.88148
H -1.71461 3.38478 0.28382
H -1.71904 2.26575 1.64743
H -3.59081 1.70822 0.13471
H -2.47376 1.58167 -1.22927
H -2.99213 -0.66147 -0.38400
H -2.50027 -0.19525 1.25815
H -2.73066 -3.00106 -0.20101
H -4.29182 -4.91187 -1.30803
H -3.80343 -5.42669 -2.93393
H -5.19100 -3.62498 -3.92033
H -5.19849 -2.05071 -2.01011
H -6.85029 -2.44052 -2.49037
H -6.15041 -3.18935 -1.05346
H -6.11574 -5.91309 -3.65661
H -7.38821 -4.70804 -3.45726
H -6.69986 -5.50529 -2.04185
H -0.69712 -2.27843 -4.98292
H -1.15778 -0.66270 -4.40714
H 0.27872 -1.46498 -3.72550
H 1.01157 0.05934 0.32645
H -0.13482 0.30329 1.67740
H 1.79815 3.04527 -1.07549
H 2.33384 4.13609 0.21800
H 4.07211 2.47072 -0.22734
H 2.92293 1.13932 0.06532
*
```

These are the Löwdin partial charges, in e, on atoms 1 to 5:
1 C -0.05
2 C -0.21
3 C -0.05
4 C -0.10
5 C -0.09

(2)
The following is a DFT calculation (the ωB97M-V functional and the def2-TZVPD basis) of a 2-piece molecular cluster, C4H12N4O overall at a distorted geometry.

Properties
- HOMO energy (spin up / spin down): -8.60 / -7.95 eV
- Relative energy (zero: lowest compared OMol25 entry of this formula, charge and spin): 524.64 kJ/mol
- E_tot: -12345.870 eV
- E_LUMO (spin up / spin down): -0.621 / -1.924 eV

Geometry as ORCA input:
```
! RIJCOSX wB97M-V def2-TZVPD def2/J DEFGRID3
* xyz 0 1
C -0.72277 -1.98328 -0.85957
C -0.63477 -0.80335 1.91887
N -0.68223 -0.09685 0.65085
H -1.56557 0.38559 0.52364
H 0.23874 -1.45217 1.96176
H 0.10471 -2.32131 -0.25316
H -0.67948 -2.29918 -1.90078
H -1.69997 -2.07036 -0.40963
H -0.57090 -0.08332 2.74518
H -1.52766 -1.41670 2.04339
C 0.38611 0.88054 0.41193
C 0.21879 1.17030 -1.32238
N 1.70373 0.30194 0.47269
N 0.53182 2.44895 -1.52126
N -0.07881 0.28824 -2.16085
O 0.24519 2.00442 1.01592
H 2.15513 0.47328 1.35847
H 1.80469 -0.64268 0.13414
H 0.51996 2.85639 -2.43937
H 0.63153 3.00005 -0.67399
H -0.37823 -0.64051 -1.69585
*
```

These are the Löwdin partial charges, in e, on atoms 1 to 5:
1 C 0.06
2 C -0.10
3 N -0.07
4 H 0.13
5 H 0.07

(3)
The following is a DFT calculation (the ωB97M-V functional and the def2-TZVPD basis) of C28H33ClN2O2Ru as an isolated structure at a distorted geometry.

Properties
- <S²>: 8.83
- HOMO energy (spin up / spin down): -0.01 / -4.12 eV
- Relative energy (zero: lowest compared OMol25 entry of this formula, charge and spin): 0.00 kJ/mol
- E_tot: -51746.625 eV
- E_LUMO (spin up / spin down): 2.731 / 1.959 eV

Geometry as ORCA input:
```
! RIJCOSX wB97M-V def2-TZVPD def2/J DEFGRID3
* xyz -1 6
Ru 0.04395 -0.17630 -0.02556
Cl 0.08305 1.97165 1.03570
N -2.20902 0.15709 -0.39005
N 2.23359 -0.41678 0.56275
C -2.70286 0.17869 -1.59177
C 3.20423 -0.18458 -0.26719
C -3.25419 0.20544 0.61033
C -4.48106 -0.09780 -0.25223
C -3.34214 1.60340 1.19985
C -3.00570 -0.80109 1.72008
H -3.47730 2.33727 0.39380
H -2.41972 1.84576 1.73857
H -4.20589 1.64358 1.87599
H -2.86087 -1.80109 1.30105
H -3.86794 -0.80210 2.40047
H -2.10613 -0.52984 2.28724
C 2.73836 -0.79530 1.86924
C 4.20080 -0.36963 1.73657
C 2.60096 -2.29988 2.06316
C 1.99087 -0.08260 2.98349
H 2.01417 0.99879 2.81910
H 2.46684 -0.32735 3.94166
H 0.94256 -0.40508 3.01658
H 3.20902 -2.82257 1.31404
H 1.55638 -2.60129 1.93248
H 2.94799 -2.56600 3.06956
O 4.40960 -0.14484 0.29159
H 4.92277 -1.12928 2.06386
H 4.39547 0.58441 2.25020
O -4.03004 0.12234 -1.64385
H -5.34188 0.55826 -0.07203
H -4.78068 -1.15408 -0.16239
C -1.86913 0.28694 -2.83195
C 3.01278 0.04322 -1.73161
C 1.81726 0.90396 -1.93830
H 2.83545 -0.94755 -2.18474
H 3.92809 0.47813 -2.13956
C 0.47774 0.33422 -1.82730
C -0.61695 1.02576 -2.50185
H 0.39788 -1.00792 -1.78312
C -0.50866 2.39910 -2.54860
C 0.70663 3.01389 -2.22646
C -1.71459 3.24537 -2.86056
C 1.87210 2.28131 -1.98306
H 0.76091 4.10356 -2.22350
C 3.16747 2.98886 -1.68815
H 3.03746 4.07179 -1.82594
H 3.97724 2.64882 -2.35283
H 3.49493 2.81776 -0.64552
H -2.21093 2.92540 -3.79018
H -1.40759 4.29566 -2.97371
H -2.46504 3.20445 -2.04786
H -2.46174 0.78122 -3.60718
H -1.62905 -0.74102 -3.15118
C -0.28529 -1.96266 0.35410
C -0.53446 -3.08303 0.85853
C -0.79301 -4.31337 1.49399
C -1.28527 -5.41506 0.75137
C -1.50959 -6.63218 1.38264
C -1.25285 -6.77602 2.75595
C -0.77825 -5.68651 3.50393
C -0.55678 -4.46067 2.89123
H -1.47767 -5.28270 -0.31492
H -1.88584 -7.47544 0.80244
H -1.42454 -7.73727 3.24610
H -0.58093 -5.79543 4.57123
H -0.20336 -3.59682 3.46116
*
```

These are the Löwdin partial charges, in e, on atoms 1 to 5:
1 Ru 0.98
2 Cl -0.06
3 N 0.06
4 N 0.06
5 C -0.34

(4)
The following is a DFT calculation (the ωB97M-V functional and the def2-TZVPD basis) of a 3-piece molecular cluster, C4H14NO2 overall at a distorted geometry.

Properties
- HOMO energy: -13.66 eV
- Relative energy (zero: lowest compared OMol25 entry of this formula, charge and spin): 104.42 kJ/mol
- E_tot: -9953.679 eV
- E_LUMO: -2.886 eV

Geometry as ORCA input:
```
! RIJCOSX wB97M-V def2-TZVPD def2/J DEFGRID3
* xyz 1 1
C 0.90933 -1.19033 0.49993
C 2.10554 -0.34658 0.05479
C 1.87737 0.25432 -1.30700
C 1.93785 1.54230 -1.63800
N -0.35111 -0.45362 0.18783
H 0.91201 -1.39511 1.57114
H 0.93238 -2.11241 -0.07580
H 3.01932 -0.94217 -0.02165
H 2.28808 0.46233 0.75653
H 1.71081 -0.46931 -2.10868
H 1.67856 1.92383 -2.61219
H 2.21246 2.30302 -0.91485
H -0.24174 0.31210 -0.48241
H -0.60996 -0.06040 1.10785
H -1.26181 -0.90949 0.03707
H -3.80110 -1.89046 0.07722
H -3.78097 -0.54324 -0.67289
O -3.29989 -1.07122 -0.03179
H -1.77043 2.25549 1.99159
H -2.68049 1.00517 1.85182
O -1.78619 1.32581 1.72949
*
```

These are the Löwdin partial charges, in e, on atoms 1 to 5:
1 C -0.13
2 C -0.18
3 C -0.21
4 C 0.04
5 N 0.16

(5)
The following is a DFT calculation (the ωB97M-V functional and the def2-TZVPD basis) of a 2-piece molecular cluster, C3H12N2O overall.

Properties
- HOMO energy: -6.00 eV
- Relative energy (zero: lowest compared OMol25 entry of this formula, charge and spin): 344.62 kJ/mol
- E_tot: -8329.750 eV
- E_LUMO: -0.504 eV

Geometry as ORCA input:
```
! RIJCOSX wB97M-V def2-TZVPD def2/J DEFGRID3
* xyz 0 1
C -0.05083 -0.85697 1.25159
N -0.06402 -1.49273 -0.00400
C 0.38559 0.56201 0.95114
N 0.52679 1.34225 2.26156
H 0.68182 -1.25524 2.01534
H -1.01865 -0.80000 1.81563
H -0.44341 -2.42660 0.08134
H -0.11182 -0.45657 -1.26745
H -0.31511 1.09201 0.32100
H 1.36527 0.56081 0.48682
H 0.90415 2.27604 2.11151
H -0.37124 1.41592 2.73514
H 1.15881 0.82034 2.86639
C -0.54846 -0.17263 -3.16634
O -0.06020 0.30758 -1.93999
H -0.15380 0.45009 -3.96681
H -0.23982 -1.21073 -3.34213
H -1.64510 -0.15558 -3.21075
*
```

These are the Löwdin partial charges, in e, on atoms 1 to 5:
1 C -0.47
2 N -0.14
3 C -0.18
4 N 0.16
5 H 0.09

(6)
The following is a DFT calculation (the ωB97M-V functional and the def2-TZVPD basis) of a 2-piece molecular cluster, H2 overall at a distorted geometry.

Properties
- HOMO energy: -13.16 eV
- Relative energy (zero: lowest compared OMol25 entry of this formula, charge and spin): 70.47 kJ/mol
- E_tot: -30.859 eV
- E_LUMO: 1.810 eV

Geometry as ORCA input:
```
! RIJCOSX wB97M-V def2-TZVPD def2/J DEFGRID3
* xyz 0 1
H -0.03070 0.21261 0.44862
H 0.03070 -0.21261 -0.44862
*
```

The computed Löwdin charges, all in e, follow:
1 H 0.00
2 H 0.00

> What is the relative energy (zero: lowest compared OMol25 entry of this formula, charge and spin) in the first record?

49.89 kJ/mol

> Look up the E_tot of the third one.

-51746.625 eV

> Which value of relative energy (zero: lowest compared OMol25 entry of this formula, charge and spin) does entry 4 give?

104.42 kJ/mol